(1)
# C6H16N2

One molecule with the formula C6H16N2 (the ωB97M-V functional and the def2-TZVPD basis, OMol25).

Its HOMO energy is -8.7 eV. Its relative energy (zero: lowest compared OMol25 entry of this formula, charge and spin) is 72.2 kcal/mol.

The geometry in ORCA input format:
```
! wB97M-V def2-TZVPD RIJCOSX def2/J DEFGRID3
* xyz 0 1
C 1.14097 -0.21602 2.23638
N 0.59932 -1.01146 1.10826
C -0.37980 -0.28358 0.21019
C -0.17243 -0.94530 -1.25389
N -0.18477 -2.49792 -1.38343
C -0.31180 1.31628 0.12032
C -1.64055 1.91165 -0.19094
C 0.76067 1.65459 -0.93584
H 0.45121 0.17034 2.89025
H 1.86018 0.57793 2.19762
H 1.70242 -1.01508 2.76344
H 1.39664 -1.39969 0.67378
H -1.33828 -0.44057 0.71609
H -1.06751 -0.63910 -1.76016
H 0.74589 -0.70979 -1.65626
H 0.59845 -2.82076 -0.86941
H -1.05283 -2.98526 -0.95416
H 0.13017 1.75891 0.98956
H -1.38734 2.64224 -0.85612
H -2.35366 1.12504 -0.59279
H -2.25527 2.28484 0.54520
H 0.95098 2.73526 -1.03534
H 0.70197 1.29098 -1.81161
H 1.63277 1.36466 -0.43120
*
```

Per-atom Mulliken charges, elementary charge units:
1 C -1.287
2 N -0.422
3 C -0.062
4 C -1.067
5 N -0.618
6 C 0.861
7 C -1.591
8 C -2.080
9 H 0.477
10 H 0.333
11 H 0.382
12 H 0.269
13 H 0.336
14 H 0.358
15 H 0.547
16 H 0.275
17 H 0.265
18 H 0.379
19 H 0.407
20 H 0.312
21 H 0.413
22 H 0.425
23 H 0.606
24 H 0.481


(2)
# C53H65AuF3N4O7SSiTe

C53H65AuF3N4O7SSiTe as an isolated structure (the ωB97M-V functional and the def2-TZVPD basis, OMol25).

Its HOMO energy (alpha / beta) is -7.3 / -7.6 eV. Its relative energy (zero: lowest compared OMol25 entry of this formula, charge and spin) is 61.3 kcal/mol. As for the expectation value of S²: 1.159.

The geometry in ORCA input format:
```
! wB97M-V def2-TZVPD RIJCOSX def2/J DEFGRID3
* xyz 0 2
Au 0.67048 -0.23002 1.04425
C 5.24008 -4.88992 -1.74425
C 4.88088 -3.56682 -1.14465
C 4.89728 -3.37642 0.23315
C 4.62388 -2.13372 0.77525
C 4.31558 -1.07362 -0.05515
C 4.26478 -1.24972 -1.42205
C 4.55308 -2.48992 -1.96385
S 3.96208 0.49418 0.74235
O 3.57298 1.44798 -0.29615
O 5.12238 0.87828 1.49825
N 2.67298 0.14708 1.62765
C 2.64418 -0.06982 2.96395
C 3.67078 0.18678 3.88355
C 3.40718 0.00978 5.22385
C 2.14008 -0.39922 5.63155
C 1.21148 -0.68822 4.65175
N 1.47158 -0.56782 3.36415
H 5.36268 -5.64922 -0.97575
H 6.17648 -4.79842 -2.29315
H 4.47678 -5.22002 -2.44675
H 5.13098 -4.20442 0.88745
H 4.64398 -1.96862 1.84065
H 4.00908 -0.41122 -2.04405
H 4.52778 -2.62052 -3.03535
H 4.62928 0.52838 3.53415
H 4.17548 0.19668 5.96165
H 1.88728 -0.50452 6.67495
H 0.22278 -1.05232 4.88895
C -3.97782 2.89958 -4.63465
C -2.76382 2.75398 -3.76795
C -1.92352 1.65778 -3.88965
C -0.77332 1.54638 -3.12505
C 0.09728 0.33208 -3.22355
C -0.44182 2.56488 -2.23395
Te 1.46348 2.46888 -1.25645
N 0.59798 1.97578 0.52555
C 0.46578 2.46728 1.73795
O 0.19278 1.70848 2.67535
C 0.47568 3.94328 1.94295
C 1.46198 4.77038 1.42155
C 1.37738 6.13938 1.61495
C 0.31428 6.68148 2.31865
C -0.65762 5.85508 2.85525
C -0.57182 4.48638 2.68165
C 2.35528 3.37568 -3.27495
C 1.70678 4.54828 -3.60745
C 2.15568 5.31048 -4.67515
C 3.26758 4.90008 -5.38715
C 3.91818 3.73158 -5.03485
C 3.47768 2.95188 -3.96995
C 4.19638 1.69568 -3.59565
C -1.31062 3.63458 -2.04125
C -1.03692 4.68198 -1.01125
C -2.45872 3.71708 -2.81665
H -4.04692 2.08088 -5.34625
H -3.93642 3.83678 -5.18875
H -4.88522 2.91218 -4.03165
H -2.17412 0.87438 -4.59005
H -0.32382 -0.39642 -3.91405
H 0.17668 -0.12442 -2.23405
H 1.09748 0.61318 -3.56525
H 2.30348 4.34258 0.88675
H 2.14468 6.78388 1.21515
H 0.24278 7.75038 2.44915
H -1.48182 6.27088 3.41305
H -1.31102 3.82318 3.10395
H 0.84238 4.87428 -3.04585
H 1.64458 6.22548 -4.93365
H 3.63618 5.49268 -6.21015
H 4.79668 3.42448 -5.58315
H 5.02508 1.49578 -4.27205
H 3.50528 0.85358 -3.63755
H 4.56978 1.78788 -2.57585
H 0.03658 4.77098 -0.83025
H -1.50822 4.39758 -0.07165
H -1.43572 5.64918 -1.30985
H -3.12592 4.55768 -2.68045
C -2.00142 -4.26262 0.41985
C -2.77332 -3.43012 -0.60805
C -3.94452 -4.25442 -1.15605
C -1.83392 -2.99812 -1.73565
O -3.30702 -2.28042 0.00215
Si -2.54292 -1.17862 0.96395
O -1.13542 -0.79522 0.31885
O -3.67372 -0.02502 1.12775
C -4.12052 1.01038 0.28945
C -3.31942 2.27518 0.60835
C -3.97142 0.62518 -1.17845
C -5.59952 1.23248 0.62965
O -2.28182 -1.75422 2.46705
C -3.18102 -1.86562 3.55225
C -4.44392 -2.61592 3.12515
C -3.56102 -0.47122 4.05695
C -2.45282 -2.65522 4.64655
H -1.55962 -5.14362 -0.03975
H -2.67942 -4.58392 1.20465
H -1.23512 -3.64352 0.87255
H -3.57792 -5.16512 -1.62715
H -4.50332 -3.68102 -1.88985
H -4.61322 -4.51502 -0.34025
H -1.35782 -3.86332 -2.19085
H -1.08712 -2.34372 -1.29805
H -2.37992 -2.43742 -2.49195
H -2.25962 2.06418 0.49015
H -3.50152 2.57048 1.63995
H -3.61882 3.07998 -0.05935
H -2.92152 0.46198 -1.40025
H -4.36412 1.40798 -1.82225
H -4.50972 -0.30302 -1.35025
H -5.70072 1.42988 1.69355
H -6.16292 0.33548 0.38885
H -6.00222 2.07388 0.07085
H -4.90782 -2.07872 2.30435
H -5.14582 -2.69472 3.95315
H -4.18652 -3.61422 2.78025
H -4.15242 0.01828 3.29105
H -2.65862 0.11498 4.21085
H -4.12852 -0.52942 4.98365
H -2.04442 -3.57022 4.22535
H -3.13652 -2.90802 5.45515
H -1.63302 -2.06632 5.04745
F 2.11248 -7.19152 -0.62835
C 1.85388 -6.71672 0.59725
F 2.91178 -7.05092 1.36095
F 0.81098 -7.41592 1.07085
C 1.60858 -5.23622 0.61525
C 1.51808 -4.49732 -0.55695
C 1.37978 -3.12402 -0.44665
N 1.35168 -2.49772 0.72085
C 1.37388 -3.21112 1.83925
C 1.50868 -4.58602 1.84315
H 1.59348 -4.98332 -1.51715
H 1.31808 -2.50242 -1.32705
H 1.30318 -2.63752 2.74945
H 1.56288 -5.14142 2.76525
*
```

These are the Mulliken partial charges, in e, on atoms 1 to 99:
1 Au 1.100
2 C -1.761
3 C 0.958
4 C -0.436
5 C -1.002
6 C -0.274
7 C 0.028
8 C -0.635
9 S 0.787
10 O -0.598
11 O -0.803
12 N 0.064
13 C 0.734
14 C -0.753
15 C -0.675
16 C -0.976
17 C -0.062
18 N -0.002
19 H 0.367
20 H 0.434
21 H 0.351
22 H 0.377
23 H 0.558
24 H 0.451
25 H 0.444
26 H 0.699
27 H 0.438
28 H 0.475
29 H 0.001
30 C -1.696
31 C 0.561
32 C -0.962
33 C 0.456
34 C -1.953
35 C 0.396
36 Te 0.720
37 N -0.312
38 C 0.772
39 O -0.577
40 C 0.084
41 C -0.048
42 C -0.828
43 C -0.588
44 C -0.594
45 C -0.680
46 C 0.350
47 C -0.320
48 C -0.997
49 C -0.690
50 C -0.816
51 C 0.788
52 C -0.600
53 C 1.509
54 C -1.412
55 C -0.719
56 H 0.371
57 H 0.408
58 H 0.330
59 H 0.366
60 H 0.553
61 H 0.230
62 H 0.159
63 H 0.668
64 H 0.471
65 H 0.400
66 H 0.434
67 H 0.471
68 H 0.306
69 H 0.466
70 H 0.380
71 H 0.395
72 H 0.285
73 H -0.060
74 H 0.176
75 H 0.112
76 H 0.229
77 H 0.665
78 H 0.409
79 C -1.081
80 C 1.872
81 C -2.117
82 C -0.971
83 O -0.256
84 Si -2.792
85 O 2.324
86 O 0.326
87 C 1.602
88 C -1.266
89 C -1.330
90 C -2.201
91 O 0.389
92 C 1.676
93 C -1.464
94 C -1.184
95 C -1.665
96 H 0.706
97 H 0.160
98 H -0.165
99 H 0.391


(3)
# C3H4OS

One molecule with the formula C3H4OS (the ωB97M-V functional and the def2-TZVPD basis, OMol25).

Its HOMO energy is -9.2 eV. Its relative energy (zero: lowest compared OMol25 entry of this formula, charge and spin) is 18.7 kcal/mol.

The geometry in ORCA input format:
```
! wB97M-V def2-TZVPD RIJCOSX def2/J DEFGRID3
* xyz 0 1
C 0.69750 1.64460 0.68940
C -0.02204 0.56360 0.40458
S -0.16370 -0.06929 -1.15519
C -0.60120 -1.73011 -0.87580
O -0.52179 -2.35312 0.16735
H 1.23281 2.12201 -0.12849
H 0.81759 2.01190 1.67635
H -0.62438 0.06888 1.09365
H -0.81480 -2.25846 -1.87184
*
```

Per-atom Mulliken charges, elementary charge units:
1 C -0.632
2 C -0.029
3 S -0.081
4 C 0.122
5 O -0.455
6 H 0.200
7 H 0.270
8 H 0.330
9 H 0.276


(4)
# C4H6AgFO4

C4H6AgFO4 as an isolated structure (the ωB97M-V functional and the def2-TZVPD basis, OMol25).

Its HOMO energy is -7.7 eV. Its relative energy (zero: lowest compared OMol25 entry of this formula, charge and spin) is 76.7 kcal/mol.

The geometry in ORCA input format:
```
! wB97M-V def2-TZVPD RIJCOSX def2/J DEFGRID3
* xyz 0 1
C 1.90253 1.22723 -0.86470
O 2.02271 0.52271 0.31359
H 2.74399 1.91930 -1.09123
H 1.88025 0.53887 -1.74106
H 0.93353 1.77524 -0.95346
C -1.70374 0.66358 0.34581
O -0.68412 0.08056 1.00517
C -0.23004 -1.13771 0.46787
C -1.44518 -1.46591 -0.40895
O -2.21059 -0.24989 -0.45991
O -1.81283 1.84401 0.51926
F 0.13954 -1.64674 1.95354
H 0.67572 -1.54583 0.01489
H -1.14246 -1.71304 -1.43145
H -2.04733 -2.27537 0.01340
Ag 0.97802 1.46299 2.31722
*
```

Per-atom Mulliken charges, elementary charge units:
1 C -0.587
2 O -0.742
3 H 0.285
4 H 0.185
5 H 0.160
6 C 0.644
7 O -0.119
8 C 0.349
9 C -0.296
10 O -0.360
11 O -0.526
12 F -0.441
13 H 0.225
14 H 0.326
15 H 0.263
16 Ag 0.633


(5)
# H80O40

A 40-piece molecular cluster, H80O40 overall (the ωB97M-V functional and the def2-TZVPD basis, OMol25).

Its HOMO energy is -10.2 eV. Its relative energy (zero: lowest compared OMol25 entry of this formula, charge and spin) is 301.8 kcal/mol.

The geometry in ORCA input format:
```
! wB97M-V def2-TZVPD RIJCOSX def2/J DEFGRID3
* xyz 0 1
H 3.29982 -4.64667 3.13067
H 2.14155 -4.87384 4.02415
O 3.07286 -4.61199 4.04506
H 2.15046 -3.23422 -1.70681
H 3.27477 -2.48893 -2.44516
O 3.10664 -3.17905 -1.85144
H -3.13047 0.63487 5.28299
H -1.60517 0.26855 4.99888
O -2.43775 0.62539 4.66534
H 4.35391 -0.21545 -3.20270
H 5.67150 -0.21422 -2.46995
O 5.23548 -0.38207 -3.40859
H 2.57115 1.62929 -3.56033
H 3.98556 2.13260 -3.28974
O 3.32662 1.56757 -2.89144
H -5.31069 0.11694 2.93925
O -5.00508 0.41587 3.81398
H -4.03647 -3.92186 1.66338
O -3.94311 -2.99502 1.90131
H -1.39479 -1.43763 1.91270
H -0.78574 -0.33389 1.49414
O -1.72158 -0.64946 1.44298
H -3.24305 2.88473 -4.81577
H -2.37757 1.78786 -4.57378
O -2.36476 2.59768 -5.21440
H -0.87182 -2.57826 -0.49161
H -0.04179 -2.55902 0.73770
O 0.00687 -2.26974 -0.28119
H 4.31537 3.82734 2.26024
H 5.24577 3.00488 2.99777
O 4.38931 2.86869 2.52059
H -0.77037 -5.93343 2.06071
O 0.04786 -5.64075 2.53863
H 1.00122 0.10440 6.79571
H 0.93721 -0.74218 5.58732
O 1.47486 -0.61814 6.39264
H -1.04677 -3.97636 1.90619
H -0.76827 -3.26906 3.26653
O -1.29121 -3.21104 2.52005
H -2.91248 0.54263 0.18207
H -4.32658 -0.20067 0.13595
O -3.63476 0.19481 -0.42464
H 1.40059 -3.56959 5.15445
H 0.33567 -3.02886 5.94485
O 0.45194 -3.52402 5.20329
H 4.16142 -4.02446 0.77172
H 4.14336 -5.55971 0.02840
O 4.33783 -4.98764 0.85627
H -2.74009 -3.12004 -0.75465
H -2.47837 -4.62375 -1.23933
O -2.31929 -3.96750 -0.51089
H -2.17459 -3.42563 -3.85667
O -2.55978 -3.06776 -3.09100
H -6.25828 -0.03978 -1.01823
H -6.76966 1.27112 -1.14296
O -6.65136 0.63402 -0.47029
H -2.68033 0.75120 -1.97819
O -1.70396 0.98318 -2.23221
H 0.27032 -0.06506 3.72268
H 0.77545 -1.58500 3.86080
O -0.01009 -1.02236 3.88193
H 1.32147 2.33449 -1.95383
H 1.89746 2.27924 -0.48343
O 1.30985 1.88587 -1.04820
H -3.01771 2.75217 -1.59567
H -4.42706 3.13857 -1.58672
O -3.66602 3.42915 -2.07134
H 2.82290 3.68212 2.98321
H 1.47254 3.15320 2.41992
O 1.83680 3.66245 3.18184
H -4.86165 -2.74121 -0.13086
H -6.04577 -1.83685 -0.36862
O -5.40125 -2.36103 -0.89148
H 1.85309 3.90057 -3.69410
H 2.65835 5.10536 -3.32553
O 2.68556 4.28935 -3.86354
H -0.45375 2.90050 -3.73402
H -1.25983 4.11979 -4.38213
O -0.37810 3.97296 -3.80693
H 4.58733 -2.09419 -1.09727
H 5.36397 -3.39738 -0.80380
O 5.27382 -2.37337 -0.55877
H 2.17561 -1.89640 -0.22199
H 1.61266 -3.06509 0.66280
O 2.34000 -2.44316 0.68357
H -5.18698 1.34855 -3.61079
H -4.28337 0.68438 -2.92647
O -4.25167 1.35131 -3.54285
H 3.23409 -0.02929 -5.89000
O 2.84190 -0.35200 -5.15631
H 1.02830 5.73638 -0.62675
H 1.70310 4.56871 -1.24558
O 0.99644 5.06634 -1.24916
H -3.45753 -2.87523 -2.92413
H -4.07243 0.14604 3.84702
H -0.98605 0.50312 -1.59675
H -3.08028 -2.79606 2.20955
H 0.79564 -5.73097 1.87754
H 1.97224 -0.27511 -5.05973
O 3.29305 3.44002 0.26025
H 3.61487 2.72947 0.80112
H 4.07170 3.53389 -0.39239
O 2.86846 -0.68804 2.55477
H 3.39029 -0.00252 3.02205
H 3.28226 -1.55378 2.76824
O -1.49380 6.56262 1.70960
H -0.94042 6.01686 1.16282
H -1.17539 6.28057 2.55239
O 1.70832 -0.84738 -2.08579
H 2.62628 -0.41206 -2.20910
H 1.29937 -0.19866 -1.50682
O -1.44186 3.78205 0.06705
H -0.92617 3.83341 -0.71565
H -2.33630 3.95998 -0.39998
O -0.25748 0.49716 -4.36981
H -0.93048 0.56956 -3.95252
H -0.41383 0.42481 -5.33584
O 0.41343 2.33685 1.55761
H -0.23578 2.91144 1.76130
H 0.51049 2.03094 0.61262
*
```

These are the Mulliken partial charges, in e, on atoms 1 to 99:
1 H 0.291
2 H 0.310
3 O -0.683
4 H 0.345
5 H 0.309
6 O -0.638
7 H 0.278
8 H 0.275
9 O -0.633
10 H 0.212
11 H 0.367
12 O -0.659
13 H 0.169
14 H 0.320
15 O -0.608
16 H 0.313
17 O -0.675
18 H 0.297
19 O -0.666
20 H -0.142
21 H 0.115
22 O 0.114
23 H 0.377
24 H 0.330
25 O -0.710
26 H 0.110
27 H 0.245
28 O -0.145
29 H 0.355
30 H 0.257
31 O -0.608
32 H 0.297
33 O -0.649
34 H 0.335
35 H 0.424
36 O -0.628
37 H 0.094
38 H 0.145
39 O -0.327
40 H 0.106
41 H 0.089
42 O -0.191
43 H 0.316
44 H 0.245
45 O -0.569
46 H 0.394
47 H 0.317
48 O -0.680
49 H 0.162
50 H 0.286
51 O -0.544
52 H 0.231
53 O -0.498
54 H 0.226
55 H 0.283
56 O -0.548
57 H -0.012
58 O 0.151
59 H 0.312
60 H 0.133
61 O -0.504
62 H -0.473
63 H 0.123
64 O 0.937
65 H 0.151
66 H 0.336
67 O -0.588
68 H 0.412
69 H 0.472
70 O -0.767
71 H 0.327
72 H 0.299
73 O -0.664
74 H 0.239
75 H 0.323
76 O -0.618
77 H 0.380
78 H 0.360
79 O -0.707
80 H 0.339
81 H 0.327
82 O -0.664
83 H 0.207
84 H 0.204
85 O -0.195
86 H 0.263
87 H 0.098
88 O -0.441
89 H 0.242
90 O -0.486
91 H 0.246
92 H 0.081
93 O -0.522
94 H 0.279
95 H 0.436
96 H 0.005
97 H 0.370
98 H 0.323
99 H 0.248


Look up the relative energy (zero: lowest compared OMol25 entry of this formula, charge and spin) of the second one. 61.3 kcal/mol